{
  "formula": "C59H82CaN6O8P2Se",
  "method": "ωB97M-V with the def2-TZVPD basis set",
  "relative_energy_ev": 0.000,
  "e_tot_ha": -6990.08696,
  "charge": 0,
  "max_force_ev_per_a": 0.39,
  "multiplicity": 1,
  "orbital_gap_ha": 0.20238,
  "symbols": ["C", "H", "H", "H", "H", "C", "H", "H", "H", "H", "H", "C", "H", "C", "C", "C", "H", "H", "H", "H", "H", "N", "H", "Ca", "H", "H", "C", "H", "C", "H", "H", "H", "C", "H", "O", "H", "H", "C", "C", "C", "H", "C", "H", "C", "H", "C", "H", "N", "C", "C", "C", "H", "H", "N", "H", "C", "H", "C", "H", "H", "H", "C", "H", "C", "H", "H", "C", "C", "H", "H", "H", "H", "C", "H", "C", "H", "P", "O", "H", "C", "C", "H", "C", "C", "H", "H", "O", "H", "C", "O", "C", "H", "N", "O", "C", "H", "H", "N", "C", "H", "H", "H", "C", "H", "C", "O", "C", "H", "H", "H", "H", "C", "H", "H", "C", "H", "H", "C", "C", "C", "C", "C", "C", "H", "C", "N", "H", "Se", "C", "C", "C", "C", "C", "H", "H", "H", "C", "C", "H", "H", "O", "H", "H", "H", "H", "C", "H", "H", "O", "H", "H", "C", "C", "C", "H", "C", "H", "C", "P"],
  "coordinates": [[-1.739, -1.566, 5.323], [3.774, 1.907, 2.021], [2.576, -5.465, -1.188], [0.020, 4.524, -1.698], [-5.409, -1.348, -2.004], [1.201, 4.382, 2.026], [2.985, -7.168, -2.100], [-2.779, 2.000, 7.936], [-4.986, -0.467, 6.181], [-0.198, -5.200, 5.395], [3.875, -0.635, -5.410], [0.444, -1.529, -5.128], [-1.067, -3.857, 2.086], [2.787, -1.338, 1.457], [-0.783, 2.870, -5.858], [-0.766, 5.142, 4.968], [5.482, 0.081, -5.207], [4.759, 2.087, 0.561], [-3.319, -1.661, 7.679], [4.519, -1.525, 2.723], [0.098, 4.644, 5.415], [-4.169, -2.750, -2.879], [-1.391, -5.512, -2.793], [-0.140, -0.793, -0.132], [-0.364, -9.222, -4.959], [2.721, 1.670, -5.349], [-2.352, -0.312, 5.392], [-1.774, -0.892, 8.076], [-4.457, -1.861, -1.938], [-2.882, 1.394, 4.199], [-1.446, 6.736, 1.971], [1.590, 6.260, 4.124], [0.575, 1.495, -3.010], [0.358, 7.507, 4.334], [0.899, 1.266, 0.149], [3.120, 2.788, -4.013], [-0.971, -7.164, -3.805], [-0.996, 4.612, -1.311], [0.954, -6.942, -2.829], [0.998, -3.343, 3.863], [4.323, 2.400, -5.244], [-2.120, -3.127, -1.719], [3.940, 4.508, 2.138], [-0.591, 2.350, 1.662], [-1.123, 2.547, -0.778], [4.014, 0.828, -3.832], [-1.972, 7.187, 3.601], [4.134, -3.274, 1.692], [-4.491, 0.472, 6.439], [0.645, -5.675, -2.111], [0.687, 6.692, 3.686], [-2.229, -4.466, 3.279], [3.503, -4.905, 0.623], [1.988, -1.920, 0.577], [-3.137, 3.613, 0.199], [0.021, -7.564, -3.657], [-2.446, 2.314, 6.228], [-3.002, -3.376, -2.767], [-3.210, 3.388, -4.647], [-3.279, -0.254, 8.744], [-0.454, -1.424, -4.516], [-3.273, 2.637, -5.433], [-3.696, 4.070, -1.425], [-1.149, -2.079, 4.177], [1.151, -2.842, 2.907], [1.335, -3.007, -3.837], [-0.662, -4.214, 5.481], [-1.130, -1.290, 2.988], [-2.760, -4.083, -3.552], [3.903, 3.624, -1.368], [-0.673, 3.574, -5.032], [-4.051, 1.918, -5.176], [3.824, 4.506, 1.052], [1.490, -2.761, 4.646], [3.731, 2.038, 0.936], [3.404, -9.224, -3.338], [-1.218, 1.343, -3.030], [-1.720, 2.818, -2.754], [2.236, 4.214, -1.285], [0.115, -1.272, -6.581], [-3.127, 3.331, -0.855], [4.760, 1.189, -3.124], [-3.562, -1.567, -0.916], [0.361, -8.736, -4.315], [0.795, 1.814, -1.980], [-2.027, 1.236, -6.456], [1.372, -0.467, -4.731], [2.567, 2.468, -1.373], [-2.330, 1.582, 7.030], [-0.549, -1.692, 1.905], [2.229, -3.193, 0.260], [-4.667, 1.177, 5.625], [1.548, -9.326, -4.212], [-1.686, 1.026, -4.503], [-2.989, 0.244, 6.666], [0.146, 2.312, -5.991], [1.014, -1.344, -7.195], [0.087, -3.271, -0.804], [1.268, -3.862, -0.654], [0.909, 2.267, -3.704], [-3.601, 2.353, -0.947], [-1.541, 5.354, -1.898], [-1.792, -0.037, 3.059], [0.397, -3.672, -5.183], [-1.701, 3.277, -1.348], [2.992, 0.282, -2.954], [-0.826, -3.849, -1.576], [-0.698, -5.320, 3.034], [1.463, -4.333, 3.831], [-1.587, 4.423, 4.946], [2.549, -0.319, 1.734], [3.500, 1.993, -4.654], [-1.260, 1.449, 7.204], [-0.967, 3.444, -6.767], [-0.598, -5.059, -2.221], [-2.507, 5.661, 2.888], [-3.554, 3.127, -6.366], [3.869, -2.014, 2.007], [-1.167, -4.331, 3.062], [-0.507, -3.469, 4.152], [2.438, -8.737, -3.421], [-0.914, 3.430, 2.465], [-1.947, 1.927, -5.617], [-1.889, 3.441, 2.942], [1.573, 3.326, 1.198], [-2.402, -2.192, -0.810], [-3.778, -0.800, -0.182], [-1.946, 0.994, 1.452], [3.307, -3.861, 0.835], [-0.029, 4.478, 2.669], [-2.384, 0.430, 4.222], [1.589, -5.047, -1.305], [-1.663, 6.349, 2.969], [3.401, 5.467, 0.749], [-4.960, 0.874, 7.341], [-1.062, 5.970, 5.617], [4.601, -0.284, -4.677], [-0.429, 5.653, 3.561], [-0.931, 4.950, -0.274], [-0.319, -0.279, -6.703], [0.964, -1.048, -2.268], [-1.730, -2.176, 6.215], [4.820, 4.430, 0.612], [0.947, 7.122, 2.716], [1.995, -2.980, -5.492], [2.195, -7.566, -2.720], [3.238, 1.179, 0.489], [-0.606, -2.010, -6.935], [-1.664, 0.320, -2.070], [1.911, 5.181, 2.180], [-1.712, -4.361, 5.742], [0.647, 2.261, 0.964], [1.089, -2.879, -4.891], [-2.827, -0.702, 7.856], [-0.171, -3.689, 6.304], [2.976, 3.324, 0.570], [4.902, -1.120, -4.045], [2.907, 3.413, -0.961], [1.478, -0.037, -3.207]],
  "mulliken_charge": [0.0361, 0.3800, 0.4384, 0.1309, 0.4523, -0.7337, 0.3558, 0.4848, 0.3700, 0.4482, 0.2078, 1.5723, -0.1602, -0.5511, -0.8634, -1.8190, 0.5063, 0.4904, 0.4181, 0.4475, 0.3383, -0.6665, 0.5137, 1.7734, 0.3770, 0.1129, -0.4797, 0.3899, -0.7049, 0.3397, 0.3168, 0.3658, 2.0800, 0.4499, 0.3196, 0.1111, 0.3558, -1.1525, 0.8872, -1.3769, 0.5762, 0.5301, 0.4318, 0.8020, -1.6571, 0.5107, 0.4882, -0.6186, -1.7079, 1.2456, -2.3082, 0.4093, 0.4930, 1.0469, 0.1909, -0.5504, 0.2502, -0.5041, 0.1838, 0.4420, -0.3257, -1.5608, 0.4220, -0.5547, 0.0814, 0.1160, -2.4928, -0.2775, 0.4490, 0.5945, 0.1618, 0.3327, -2.5032, 0.3809, -1.4918, 0.3812, -0.8447, -0.0323, 0.0971, -1.5113, -1.6698, 0.4606, -0.2613, -0.4466, -2.1418, 0.4907, -0.2236, -0.0753, -1.6103, -0.6456, -0.2465, 0.2861, -0.6347, 0.2010, 2.2900, 0.0051, 0.3422, 1.3073, 0.0230, 0.7985, 0.2577, 0.4757, -0.3789, 0.5002, 3.1097, -0.2451, -0.7326, 0.4711, 0.4804, 0.3332, 0.6038, -0.9830, 0.3345, 0.5854, -0.8991, 0.2634, 0.5141, -0.9857, -1.5814, 2.6988, -0.4600, -1.2317, 0.4649, 0.1571, -0.0402, 0.1282, 0.4989, 0.2118, -1.0148, -0.0986, -0.3622, -0.9648, -1.6989, 0.4522, 0.4567, 0.5019, -1.4924, 2.2259, -0.0823, 0.1506, 0.0792, 0.5598, 0.4835, 0.4152, 0.3160, -0.4788, -0.0575, 0.3940, -0.2372, 0.6137, 0.4554, -0.3223, -1.4529, -2.2925, 0.4297, 2.6417, 0.3133, -1.2180, -0.1538]
}